# C35H54IrN8O3PS4

A molecular structure, C35H54IrN8O3PS4 (wB97M-V/def2-TZVPD, the Open Molecules 2025 dataset).

Structure (XYZ):
```
106
Properties=species:S:1:pos:R:3:lowdin_charge:R:1
H -4.20343 -3.88683 -4.01937 0.127
H -1.43704 1.34364 3.17327 0.053
H 3.22924 -1.55708 1.82027 0.085
N -1.20984 -2.94494 -3.52430 -0.069
C -4.00677 -3.05882 -3.33677 -0.161
H -2.86239 -0.43699 3.26202 0.049
H -0.47937 -1.03387 -3.16991 0.083
C 2.71904 -2.38771 1.33089 -0.166
C 1.88915 3.32099 0.97346 -0.155
H -0.08370 -4.13291 2.16753 0.089
H 2.05650 0.69027 0.38870 0.094
H -4.95683 -2.69992 -2.93646 0.130
H -2.29608 -2.74010 -0.49868 0.109
H 2.43332 2.56567 3.64441 0.107
C 1.69015 0.84862 1.40910 -0.308
H 3.35852 -2.68004 0.49001 0.126
H 4.05030 3.12630 1.12009 0.087
C 2.92359 0.89328 2.35905 -0.182
C 4.16278 2.99652 -1.45571 -0.055
H 2.81813 0.20539 3.20058 0.092
H 0.78681 -3.41235 -0.65709 0.118
H 4.73500 6.17225 -2.07884 0.091
C -2.07991 -2.47624 -4.60218 -0.155
O -0.84125 -0.29037 1.08285 -0.502
C -2.38419 -0.29574 4.23735 -0.195
H -4.63158 2.11461 -1.74323 0.130
C 3.20410 3.33645 1.78189 -0.171
H -1.48696 1.57838 4.90654 0.115
C -1.44707 2.09381 -2.58750 -0.481
H 2.11349 3.20852 -0.09074 0.066
H -0.21010 -2.96631 3.96736 0.101
H 2.43994 -5.00563 0.68796 0.118
H 0.12590 2.12740 0.67922 0.024
H 1.58618 -1.39522 -0.17730 0.084
C -3.70484 3.39132 -3.25312 -0.033
H 3.61390 -3.87408 2.60804 0.113
H -2.38869 4.43755 -4.58677 0.115
S 0.92530 0.99474 -2.73280 0.607
H 3.38432 4.32750 2.20282 0.109
H -2.52276 -2.40290 4.71865 0.114
H 0.82338 1.08434 4.05468 0.084
H 0.92373 3.80548 -3.39920 0.097
H -4.59444 3.93772 -3.52685 0.106
C 0.47500 -4.32703 1.24820 -0.186
H 1.35988 4.27013 1.07882 0.119
N -3.17160 -3.53736 -2.23158 -0.078
H -2.59199 -0.07336 -3.70434 0.123
H 0.28860 0.00722 5.31198 0.120
H 5.07992 2.75979 -0.92635 0.115
S -4.76003 1.98253 2.71442 0.543
C 3.19104 2.29937 2.90132 -0.197
C 2.74147 4.58898 -2.57193 -0.017
S -2.43745 2.33889 0.80185 0.556
C -3.73844 2.39867 -2.28806 -0.106
H -2.09505 -4.84278 -3.46206 0.127
C 0.45784 -3.09827 0.34186 -0.193
H 3.80604 0.56310 1.80385 0.110
H -0.32158 -2.14821 -1.81130 0.089
C -2.91836 -2.42286 -1.33522 -0.206
C -0.96595 -1.83259 -2.61884 -0.165
C 3.91995 4.30996 -1.86803 -0.317
C 0.10067 0.29495 4.27371 -0.179
N -2.22873 -1.29178 -2.02117 -0.166
H -3.87020 -2.06125 -0.94759 0.070
Ir -1.94785 0.51702 -0.56797 0.911
N -3.35662 -1.97628 -4.08121 -0.078
C 0.94752 2.18888 1.38682 -0.210
C 1.36811 -1.93005 0.75048 -0.321
P 0.53729 -0.56487 1.64241 0.874
H -1.25727 -4.35449 -1.97568 0.122
H -3.17675 -0.00923 4.92950 0.104
H 1.35546 -1.33490 3.68406 0.101
N -1.34195 3.04225 -3.50110 0.151
O 0.71191 0.90875 -4.15274 -0.280
S -3.77922 -0.08029 0.70902 0.519
C -1.89873 -4.00699 -2.78882 -0.155
C -1.32639 0.82639 4.13096 -0.176
C 1.89795 -4.73851 1.60392 -0.197
H -1.57274 -1.67541 -5.14335 0.134
H 0.49442 2.39825 2.36033 0.104
O 1.43421 -0.16384 -2.03356 -0.326
H -1.21936 -2.27146 2.70395 0.100
C 3.24544 1.99792 -1.72444 -0.082
C -0.69986 -2.04642 3.64140 -0.181
C -2.47645 3.66190 -3.83262 -0.096
C -3.09130 -0.87819 -3.16787 -0.173
H 2.06026 -3.29524 3.18522 0.098
C 2.61466 -3.57743 2.28188 -0.193
H -2.27903 -3.29818 -5.29165 0.127
H 4.14778 2.29922 3.42901 0.113
C -1.75907 -1.62465 4.65982 -0.191
N -0.46957 1.35775 -1.99550 -0.170
C -3.77505 1.46580 1.52777 -1.731
C 0.36876 -0.94509 3.41027 -0.323
N 4.80523 5.32354 -1.54310 0.110
H 3.44253 0.97853 -1.41901 0.113
H -1.31902 -1.55150 5.65925 0.112
C 1.82657 3.58951 -2.84083 -0.049
H 2.54827 5.60082 -2.91050 0.114
H -0.56231 -2.72552 0.23443 0.068
C 2.07522 2.29254 -2.41184 -0.294
H 1.89692 -5.62464 2.24208 0.111
H 5.75281 5.04941 -1.34376 0.092
H -0.04073 -5.14645 0.73974 0.113
H -4.03690 -0.51408 -2.76122 0.124
N -2.63169 1.73444 -2.00498 -0.144
```

Calculated values
LUMO   0.15 eV
Calculated total energy   -110707.493 eV
HOMO-LUMO gap   0.28384 Eh
Energy relative to the best compared isomer or geometry (same formula, charge and spin)   18.7 kcal per mole
Net charge   0



# C35H55AsGe2N2O8SSiSr

A molecular structure, C35H55AsGe2N2O8SSiSr at a distorted geometry (wB97M-V/def2-TZVPD, the Open Molecules 2025 dataset).

Structure (XYZ):
```
106
Properties=species:S:1:pos:R:3:lowdin_charge:R:1
H 0.52042 -3.96810 2.75504 0.005
H 4.01748 3.84040 -2.05297 0.112
C 4.00213 -4.55182 1.52249 -0.099
C -4.71131 -0.34446 2.16797 -0.342
C -2.00853 -3.21253 2.39973 -0.182
C -4.21296 1.61184 -0.23244 -0.230
H 3.43439 -4.98307 2.33461 0.088
H -1.73362 -0.91444 0.45681 -0.048
C 3.57865 -3.35175 0.96711 -0.213
As 1.98518 -2.56689 1.76412 0.854
H -6.09633 -1.87309 -0.23957 0.037
H -5.26215 1.93198 -0.25491 0.042
C -4.85534 3.88138 -2.02074 -0.055
H 5.43410 -6.14219 1.50258 0.094
H -3.62629 7.20097 -0.52184 0.093
H -4.31918 -4.90769 1.13854 0.021
C -4.36937 -3.93136 0.64747 -0.198
C 5.12650 -5.20800 1.04737 -0.096
O 3.77425 -0.25826 0.14954 -0.429
H -1.09935 -2.61574 2.47562 -0.011
H -5.18181 2.94588 -2.45703 0.098
H 5.62003 3.23382 0.39704 0.111
H -6.23547 1.20165 2.05475 0.058
O 5.02399 -1.00985 -1.81596 -0.324
H 0.09046 -0.51771 5.87134 0.082
Si -2.63416 -3.16171 0.62380 0.449
H 2.28866 0.91301 3.19300 0.063
H 1.45555 2.47297 3.04287 0.064
C 0.51907 1.06821 4.43827 -0.579
C -2.58441 -1.39937 -0.02538 -0.362
C 0.95207 -0.05910 5.38158 -0.048
C -0.21617 4.77217 1.30173 -0.195
H -1.80546 -4.24349 2.70831 0.028
C -0.41054 0.49974 3.44710 -0.165
C 5.84290 -4.66725 -0.00586 -0.090
O 2.19355 1.80915 -1.65284 -0.122
H -4.75571 -4.08439 -0.36264 0.022
H 1.49733 -0.81832 4.82121 0.060
H -0.51310 2.75522 1.88147 -0.018
H 6.72066 -5.17299 -0.39076 0.095
H 0.41334 2.60691 5.93723 0.083
H -1.98724 -4.30284 -1.48917 0.024
H 1.01002 4.43347 -1.48475 0.040
O 3.61090 3.71597 2.20043 0.008
H 1.60838 0.36087 6.14752 0.084
H -1.76771 3.78748 -2.61881 0.032
H -5.36489 7.22299 -2.28832 0.084
H 4.84671 4.77322 0.02265 0.105
C 4.30809 -2.80237 -0.09087 -0.232
N 2.57610 2.63618 0.43576 0.120
C -4.95664 6.28334 -1.93502 -0.128
C -6.66028 -0.15037 -1.40469 -0.195
S 3.91213 -1.24420 -0.91793 0.418
H -0.56519 -3.91682 -0.49978 0.007
Sr 1.25747 0.05385 0.01988 1.317
C 4.69796 3.69269 0.03835 -0.099
O 1.48964 -3.99758 2.71694 -0.269
C -5.60748 -1.09819 -0.83390 -0.341
H -5.09258 -3.32581 1.19410 0.005
H -6.20545 0.60467 -2.04695 0.048
C -3.87610 3.84542 -1.02365 -0.264
N -1.20468 0.10563 2.71513 0.237
C 3.57718 3.35406 1.03422 -0.515
H 0.40138 5.04625 -3.02229 0.054
C 5.43252 -3.46755 -0.57088 -0.064
H -1.58424 -5.30954 -0.09227 0.023
H -2.73094 -2.78654 3.09926 0.022
C -6.13146 0.16866 2.39474 -0.190
Ge -1.26406 2.34519 -0.48673 0.897
H 0.79593 4.62706 0.92429 0.041
O 2.28591 -1.27215 2.72604 -0.467
H -2.00969 3.60902 1.68231 0.038
H -0.12302 5.13123 2.33482 0.055
H -0.36640 2.75135 -2.81186 0.022
H -1.12532 1.74705 5.70956 0.082
H -4.61458 -1.36747 2.54068 0.036
H -2.66822 5.06613 0.24678 0.076
C -3.30852 2.54287 -0.56950 -0.380
O 0.73717 -2.32330 0.68263 -0.598
H 4.84082 2.32142 -1.68142 0.115
C -1.59187 -4.28261 -0.46987 -0.184
H -2.38806 -1.40861 -1.10215 0.033
Ge -4.14949 -0.26863 0.26672 0.865
H -6.13672 5.07472 -3.25709 0.088
H 2.38372 2.11569 4.48814 0.093
C 1.72878 1.67691 3.73267 -0.047
C -3.97983 6.26793 -0.94554 -0.095
C 2.88601 2.46543 -0.86331 -0.594
C -5.38747 5.08099 -2.47305 -0.111
H -6.86395 -0.42931 1.84530 0.052
H -7.19206 0.38535 -0.61453 0.054
C -0.83364 3.47735 -2.13982 -0.415
H -0.37813 5.51076 -1.51367 0.042
H -0.66971 5.57991 0.72440 0.034
C 0.09914 4.67913 -2.03388 -0.194
H -3.98891 0.25560 2.72600 0.044
C 4.20130 3.10354 -1.27005 -0.092
H -6.41627 0.14361 3.45115 0.055
H -0.58723 2.93872 4.51287 0.080
H 5.97243 -3.01271 -1.38774 0.100
H -7.40841 -0.68486 -1.99887 0.055
H -5.10983 -1.62383 -1.65511 0.057
C -1.01808 3.47473 1.23303 -0.416
O 2.62523 -1.45636 -1.57637 -0.417
C -3.44175 5.06964 -0.50562 -0.040
C -0.25367 2.15947 5.19715 -0.044
```

Calculated values
LUMO   4.21 eV
Calculated total energy   -249973.992 eV
HOMO-LUMO gap   0.20681 Eh
Energy relative to the best compared isomer or geometry (same formula, charge and spin)   0.0 kcal per mole
Net charge   -2



Number 1: highest occupied orbital energy -0.2782 hartree. Number 2: highest occupied orbital energy -0.0520 hartree.